Record 1
Molecular formula: C43H34F4N9O2SV
Method: DFT, ωB97M-V/def2-TZVPD

XYZ file:
```
94
Properties=species:S:1:pos:R:3:mulliken_charge:R:1
V -0.0964 0.4614 0.2461 0.057
C -1.4269 0.1962 -3.6951 -1.865
C -1.4282 0.0849 -2.2034 -0.003
N -0.6852 0.9429 -1.4272 1.112
N -0.4530 2.2069 -1.8810 -1.397
C -0.5348 3.0850 -0.9391 0.188
N -0.3846 4.4117 -1.2225 -0.261
S -0.8432 2.5969 0.7272 -0.490
C -2.1658 -0.7790 -1.4660 -0.850
C -2.8055 -2.0166 -1.9363 -0.323
C -4.0603 -2.9990 -0.4457 -1.238
C -3.4346 -2.4322 0.8495 -0.657
C -2.8690 -1.0206 1.0054 -0.818
N -2.0462 -0.5453 -0.0779 -0.422
H -1.2442 1.2313 -3.9732 0.418
H -2.3787 -0.1234 -4.1122 0.475
H -0.6274 -0.4120 -4.1247 0.279
H -0.4968 4.6793 -2.1890 0.269
H -0.7625 5.0472 -0.5424 0.262
H -2.5089 -2.2163 -2.9631 1.016
H -4.7446 -3.8221 -0.2511 0.620
H -3.9045 -2.7808 1.7636 0.662
H -3.2495 -0.2738 1.6897 0.482
C 0.6971 2.4933 3.5218 -0.894
C 0.5602 1.0252 3.3002 0.744
C 1.7247 0.2426 3.0211 -1.071
C 1.6221 -1.0911 2.8366 -0.214
C 2.7482 -2.0692 2.8778 -1.482
C 0.2380 -1.5938 2.6299 0.455
C -0.7296 -0.9812 3.5877 0.424
C -1.7648 -1.8242 4.2533 -1.350
C -0.6041 0.3568 3.7495 -1.250
H -0.2730 2.9584 3.6866 0.407
H 1.1845 2.9637 2.6705 0.029
H 1.3175 2.6787 4.4048 0.380
H 2.6945 0.7266 3.0636 0.554
H 2.6900 -2.6323 3.8136 0.379
H 3.7183 -1.5740 2.8422 0.408
H 2.6785 -2.8120 2.0775 0.452
H 0.1912 -2.6832 2.6593 1.047
H -1.2939 -2.4030 5.0530 0.348
H -2.2134 -2.5536 3.5744 0.307
H -2.5432 -1.2070 4.7004 0.358
H -1.3464 0.9246 4.3007 0.404
F -1.3137 -5.2088 -1.4644 -0.333
C -2.3895 -4.4839 -1.7583 -0.103
C -3.1900 -4.8687 -2.7591 0.682
F -2.8430 -6.0050 -3.3721 -0.317
C -4.4216 -4.2247 -3.2770 0.236
C -4.9308 -3.0482 -2.7553 0.056
C -4.3392 -2.1631 -1.6915 1.692
F -5.0470 -1.0103 -1.5608 -0.519
C -2.6221 -3.2496 -0.9804 0.765
C -2.0273 -2.9636 0.4467 1.098
C -1.4416 -1.5353 0.7914 0.874
N -0.2396 -1.0838 1.2684 -0.345
C -1.4388 -4.0753 1.1447 0.192
N -0.9783 -4.9408 1.7434 -0.646
F -6.0520 -2.5592 -3.2468 -0.299
C -5.0948 -4.8477 -4.3766 0.249
C -6.3392 -4.4094 -4.8949 0.089
N -7.3475 -4.1222 -5.3732 -0.531
C -4.5895 -5.9283 -5.1412 0.011
N -4.2326 -6.7575 -5.8578 -0.508
C 2.1626 6.9453 1.0294 -1.015
O 2.4025 5.7185 0.3528 -0.474
C 3.1501 4.7819 0.9741 0.976
C 3.7784 4.9672 2.1938 -0.564
C 4.5926 3.9729 2.7132 -0.865
C 4.7853 2.7942 2.0152 -0.826
C 4.1563 2.5931 0.7981 -0.131
C 3.3251 3.5721 0.2649 0.236
N 2.7708 3.5374 -1.0384 0.409
C 2.8028 2.6171 -1.9729 -0.800
C 3.0519 1.2256 -1.8272 1.304
C 3.8785 0.6044 -2.7901 -0.921
C 4.3622 -0.6630 -2.6001 -0.903
C 3.9927 -1.3784 -1.4557 -0.750
C 3.0867 -0.8471 -0.5656 -0.359
C 2.5528 0.4325 -0.7583 0.259
O 1.5301 0.8186 -0.0231 0.065
H 3.0899 7.4903 1.2137 0.386
H 1.6433 6.7717 1.9744 0.417
H 1.5294 7.5314 0.3688 0.273
H 3.6552 5.8911 2.7397 0.479
H 5.0923 4.1335 3.6586 0.424
H 5.4487 2.0355 2.4070 0.449
H 4.3633 1.6935 0.2410 0.305
H 2.4195 4.4514 -1.3166 0.353
H 2.7324 3.0068 -2.9832 0.416
H 4.2016 1.1900 -3.6424 0.487
H 5.0422 -1.1006 -3.3167 0.426
H 4.3972 -2.3678 -1.2895 0.501
H 2.7359 -1.4017 0.2934 0.142
```

Summary:
Spin multiplicity   2
Energy   -110025.941 eV
Gap between HOMO and LUMO (alpha / beta)   4.58 / 4.59 eV
Charge   +1
Lowest unoccupied orbital energy (alpha / beta)   -0.15759 / -0.15763 Eh


Record 2
Molecular formula: C43H35BaP2S3Sb
Method: DFT, ωB97M-V/def2-TZVPD

XYZ file:
```
85
Properties=species:S:1:pos:R:3:mulliken_charge:R:1
Ba -1.6964 0.1252 0.1514 1.653
S -1.3277 -2.4164 -1.4016 -0.598
P 0.2649 -1.2775 -2.0133 1.354
C 0.1264 0.3724 -1.7731 -1.543
P -0.7928 1.4361 -2.6842 1.520
S -2.5816 2.0682 -1.8533 -0.690
C -1.2247 0.8135 -4.3422 0.169
C -0.3551 0.9738 -5.4158 -0.130
C -0.6390 0.3846 -6.6397 -0.639
C -1.7925 -0.3680 -6.7992 -0.459
C -2.6613 -0.5354 -5.7300 -0.797
C -2.3802 0.0538 -4.5077 -0.421
C 0.1311 2.9682 -3.0238 -0.124
C -0.4911 4.0748 -3.5955 -0.493
C 0.2482 5.2066 -3.8973 -0.704
C 1.6094 5.2458 -3.6172 -0.378
C 2.2314 4.1479 -3.0432 -0.751
C 1.4930 3.0075 -2.7523 -0.033
C 1.6905 -1.8828 -1.0440 0.630
C 1.9912 -3.2425 -0.9969 -0.693
C 3.0932 -3.6888 -0.2860 -0.736
C 3.8992 -2.7813 0.3954 -0.429
C 3.6007 -1.4274 0.3572 -0.631
C 2.5019 -0.9789 -0.3684 -0.122
C 0.7340 -1.7776 -3.7035 0.228
C -0.0203 -2.6494 -4.4748 -0.282
C 0.4025 -2.9867 -5.7548 -0.602
C 1.5851 -2.4690 -6.2581 -0.524
C 2.3449 -1.5978 -5.4871 -0.605
C 1.9172 -1.2486 -4.2178 -0.638
H 0.5559 1.5488 -5.2966 0.399
H 0.0472 0.5121 -7.4676 0.420
H -2.0115 -0.8298 -7.7540 0.401
H -3.5615 -1.1259 -5.8470 0.390
H -3.0579 -0.0701 -3.6729 0.406
H -1.5563 4.0442 -3.7900 0.333
H -0.2366 6.0635 -4.3478 0.394
H 2.1822 6.1364 -3.8437 0.374
H 3.2906 4.1788 -2.8200 0.413
H 1.9519 2.1344 -2.3030 0.310
H 1.3583 -3.9482 -1.5220 0.350
H 3.3305 -4.7455 -0.2658 0.414
H 4.7662 -3.1329 0.9425 0.382
H 4.2280 -0.7144 0.8784 0.426
H 2.2600 0.0756 -0.4305 0.108
H -0.9394 -3.0535 -4.0691 0.330
H -0.1959 -3.6591 -6.3569 0.430
H 1.9152 -2.7391 -7.2535 0.394
H 3.2683 -1.1884 -5.8776 0.418
H 2.5018 -0.5599 -3.6174 0.293
S 0.5856 1.1957 2.0655 -0.501
Sb -0.4000 0.4352 3.9452 1.171
C 0.4340 1.0463 5.7810 0.463
C 0.5173 2.3988 6.0933 -0.657
C 1.0713 2.7922 7.3013 -0.583
C 1.5434 1.8374 8.1927 -0.449
C 1.4607 0.4886 7.8800 -0.613
C 0.9050 0.0891 6.6721 -0.248
C -2.3986 1.1496 3.9045 0.552
C -3.4366 0.6148 4.6611 -0.548
C -4.7152 1.1425 4.5550 -0.660
C -4.9642 2.2049 3.6966 -0.452
C -3.9316 2.7499 2.9456 -0.632
C -2.6512 2.2233 3.0505 -0.565
C -0.3743 -1.6740 3.9801 0.338
C -1.1590 -2.4537 4.8253 -0.261
C -1.0833 -3.8363 4.7546 -0.693
C -0.2319 -4.4401 3.8385 -0.530
C 0.5489 -3.6642 2.9937 -0.391
C 0.4796 -2.2803 3.0617 -0.652
H 0.1600 3.1494 5.3974 0.402
H 1.1380 3.8438 7.5464 0.388
H 1.9795 2.1478 9.1331 0.377
H 1.8299 -0.2550 8.5739 0.387
H 0.8448 -0.9656 6.4293 0.375
H -3.2638 -0.2123 5.3386 0.209
H -5.5192 0.7207 5.1438 0.410
H -5.9639 2.6104 3.6142 0.395
H -4.1175 3.5819 2.2796 0.440
H -1.8410 2.6500 2.4657 0.633
H -1.8236 -1.9996 5.5511 0.306
H -1.6938 -4.4414 5.4120 0.394
H -0.1841 -5.5195 3.7785 0.412
H 1.1968 -4.1272 2.2621 0.429
H 1.0592 -1.6806 2.3673 0.431
```

Summary:
Energy above the lowest of the compared OMol25 structures with the same formula, charge and spin   0.00 kcal per mole
Energy   -103475.781 eV
Gap between HOMO and LUMO   6.60 eV
Lowest unoccupied orbital energy   -0.00353 Eh